Here is C26H40Cl3CoN4O3Si as an isolated structure at a distorted geometry from the OMol25 dataset. Energies are from ωB97M-V with the def2-TZVPD basis set.

Results
Highest occupied orbital energy (spin up / spin down): -8.823 / -8.823 eV
M: 650.01 u
Net charge: 0
Strongest force on any atom: 0.055 hartree/bohr
Spin multiplicity: 5
Kohn-Sham gap (spin up / spin down): 8.613 / 5.826 eV

```
78
C26H40Cl3CoN4O3Si ωB97M-V with the def2-TZVPD basis set
C 2.6689 -2.6003 -2.7072
C 2.1647 -1.6762 -3.7679
H 2.4337 -3.6378 -2.9668
H 2.2257 -2.3465 -1.7412
H 3.7612 -2.5307 -2.5972
C 2.0450 -2.0419 -5.0592
C 2.2695 -3.4208 -5.5821
H 1.8267 -1.3020 -5.8337
H 1.7431 -4.1900 -4.9912
H 3.3374 -3.7037 -5.6182
H 1.8450 -3.4587 -6.5977
Co 0.9987 -0.5740 3.3208
Cl 2.1903 1.1731 3.7351
Cl 1.8943 -1.4421 1.5075
C -0.6344 2.7994 2.2410
O -1.5645 2.0003 2.4353
N -0.7227 3.8515 1.3936
C -1.9818 4.1608 0.7363
C 0.4535 4.6231 1.0136
H 0.3585 2.7139 2.7369
H -2.8129 3.8084 1.3465
H -2.0394 3.6996 -0.2535
H -2.0428 5.2452 0.5898
H 1.2644 4.4429 1.7358
H 0.1751 5.6861 0.9797
H 0.8222 4.3424 0.0118
H 0.5993 -4.4223 2.8649
H -0.7659 -3.1739 0.7560
C -0.4315 -4.7722 3.0263
C -1.6630 -3.5079 1.2878
N -1.3728 -3.7177 2.6910
H -0.5457 -4.9901 4.0982
C -1.8801 -2.9211 3.6642
O -2.6978 -2.0085 3.5043
H -2.4335 -2.7392 1.1970
H -1.4464 -3.1798 4.6594
H -0.6280 -5.6656 2.4121
H -1.9838 -4.4438 0.8129
O 0.8966 -0.3807 -2.2136
C 1.8248 -0.2644 -3.3037
C 0.0676 0.3073 -5.0527
C 1.2858 0.6230 -4.4364
H -0.4852 -0.5641 -4.6972
C -0.3966 1.0606 -6.1421
H 2.7721 0.1438 -2.8931
C 2.0228 1.7344 -4.8924
H -1.3612 0.7965 -6.5745
C 0.3893 2.0979 -6.6641
C 1.5893 2.4463 -6.0189
H 2.9612 1.9869 -4.3711
H 0.0747 2.5971 -7.5815
H 2.2079 3.2599 -6.4040
Si -0.3752 0.5518 -1.6306
Cl 1.2725 -2.4465 4.4644
C -1.9813 0.0189 -2.4969
C -0.0153 2.3551 -2.0312
C -0.5020 0.2136 0.1956
H -2.0947 0.4125 -3.5178
H -2.8239 0.3878 -1.8864
H -2.0570 -1.0785 -2.5600
H -0.2521 -0.8331 0.4143
H -1.5293 0.4268 0.5575
H 0.2196 0.7788 0.8111
H 0.3016 2.5116 -3.0810
H 0.8152 2.6890 -1.3856
H -0.8898 3.0081 -1.8591
N 0.9627 0.6212 9.4991
C 0.3045 0.5077 8.5353
C -0.4256 0.4076 7.2836
C -1.8161 0.6204 7.1865
C -2.3958 0.6111 5.9284
C -1.5592 0.3756 4.8303
N -0.2912 -0.0024 4.9425
C 0.2913 0.0211 6.1602
H -2.4130 0.8301 8.0778
H -3.4521 0.8065 5.7515
H -1.9276 0.4986 3.8168
H 1.3546 -0.2179 6.1968
```

Here is a single C10H17NO2 molecule at a distorted geometry from the OMol25 dataset. Energies are from ωB97M-V with the def2-TZVPD basis set.

Results
Highest occupied orbital energy: -8.633 eV
M: 183.25 u
Net charge: 0
Strongest force on any atom: 0.082 hartree/bohr
Spin multiplicity: 1
Kohn-Sham gap: 9.522 eV

```
30
C10H17NO2 ωB97M-V with the def2-TZVPD basis set
C -1.9487 -1.9850 -2.4758
C -0.8309 -1.6677 -1.5871
C 0.9730 -0.5746 -1.2617
C 0.0708 -0.2785 -0.0631
C 0.4597 -0.7863 1.4500
C 1.8939 1.1086 1.0998
C 0.9818 1.9065 0.1083
C -0.2918 1.1453 0.0180
C -1.0411 1.4323 1.3287
C 0.0502 1.2659 2.5013
H -1.5969 -1.8957 -3.5617
H -2.3878 -2.9489 -2.2671
H -2.7630 -1.2568 -2.4613
H -0.3555 -2.6440 -1.1514
H 1.8730 -1.2339 -1.1652
H 1.5136 0.4267 -1.4733
H -0.4100 -1.0426 1.9516
H 1.1593 -1.6384 1.5201
H 2.1930 0.2108 0.4527
H 2.7930 1.6313 1.2946
H 1.4169 2.0408 -0.8928
H 0.7070 2.9906 0.4523
H -0.7914 1.3152 -0.8924
H -1.9917 0.8635 1.3194
H -1.3777 2.4270 1.2374
H 0.4883 2.2430 2.7355
H -0.4826 0.8131 3.3212
N 1.1210 0.3875 2.1403
O 0.0303 -0.8673 -2.3029
O -1.2474 -0.9343 -0.4612
```

Here is C6H17N5O14V as an isolated structure at a distorted geometry from the OMol25 dataset. Energies are from ωB97M-V with the def2-TZVPD basis set.

Results
Highest occupied orbital energy: -4.014 eV
M: 434.17 u
Net charge: -1
Strongest force on any atom: 0.127 hartree/bohr
Spin multiplicity: 1
Kohn-Sham gap: 1.561 eV

```
43
C6H17N5O14V ωB97M-V with the def2-TZVPD basis set
O 6.1164 -0.7319 5.6500
V 5.5464 0.6760 5.5238
O 5.2049 1.2261 6.9549
N 3.1489 3.4703 -5.1148
O 3.2747 4.3889 -4.2978
O 2.0816 3.1285 -5.4297
O 4.1503 2.8051 -5.4756
C 1.0656 1.1022 -0.1766
C 1.6841 1.0796 1.1809
O 2.9058 1.7015 1.3130
H 0.7271 2.0863 -0.5007
H 0.0415 0.7296 -0.1959
H 1.6311 0.5563 -0.9318
H 1.7873 0.0795 1.6019
H 0.9701 1.5449 1.8605
C -5.3995 2.6716 0.8329
N -5.5008 1.1228 0.8762
O -5.0060 0.4740 1.7513
O -6.2141 0.6054 0.0294
H -4.8728 2.9673 1.7401
H -6.4624 2.9124 0.8100
H -4.7522 2.9180 -0.0087
C -2.0852 -2.2936 7.4658
N -1.0216 -3.0852 8.1131
O 0.1123 -2.8469 7.7117
O -1.2992 -3.9589 8.9656
H -1.5034 -1.6529 6.8032
H -2.5470 -1.7111 8.2631
H -2.8092 -2.8697 6.8897
C 5.1247 -2.8328 -2.4605
N 6.4678 -2.2560 -2.6352
O 6.5771 -1.0631 -2.1399
O 7.3621 -2.8887 -3.1875
H 4.6708 -2.6322 -1.4900
H 5.1148 -3.9096 -2.6296
H 4.5406 -2.3242 -3.2274
C -3.8648 -0.0098 -6.0084
N -5.1725 -0.4100 -6.7577
O -5.0589 -1.1198 -7.6891
O -6.2278 0.0640 -6.3037
H -3.3325 -0.9313 -5.7726
H -3.8981 0.6749 -5.1610
H -3.2780 0.5424 -6.7425
```

Here is C39H31ClF15GeN3OPtS2 as an isolated structure at a distorted geometry from the OMol25 dataset. Energies are from ωB97M-V with the def2-TZVPD basis set.

Results
Highest occupied orbital energy (spin up / spin down): -8.822 / -11.401 eV
M: 1209.94 u
Net charge: +1
Strongest force on any atom: 0.142 hartree/bohr
Spin multiplicity: 6
Kohn-Sham gap (spin up / spin down): 6.643 / 5.207 eV

```
94
C39H31ClF15GeN3OPtS2 ωB97M-V with the def2-TZVPD basis set
Pt -16.7957 8.2352 -11.6198
C -11.0259 6.7397 -11.7343
C -10.1564 7.8343 -12.3913
C -10.5196 8.0895 -13.8710
C -11.7025 9.0226 -14.0454
N -12.9433 8.3790 -13.7109
C -14.1525 8.9101 -13.7290
S -15.4246 7.7784 -13.3402
N -14.3612 10.1303 -14.1652
C -15.6685 10.8449 -14.1976
C -15.9967 11.5014 -12.8397
C -15.2181 12.7515 -12.5009
C -13.7217 12.4992 -12.2238
H -10.6739 6.5321 -10.7165
H -10.8713 5.8110 -12.3042
H -12.0721 7.0199 -11.6027
H -9.0849 7.5466 -12.3286
H -10.2439 8.7780 -11.8483
H -10.6718 7.1255 -14.3960
H -9.6974 8.5332 -14.4082
H -11.7835 9.4199 -15.0484
H -11.5481 9.8814 -13.3900
H -12.9330 7.4003 -13.4362
H -13.5655 10.6475 -14.4781
H -16.4452 10.1426 -14.5044
H -15.5944 11.6740 -14.9163
H -15.8427 10.7872 -12.0246
H -17.0428 11.8089 -12.8918
H -15.6582 13.1325 -11.5964
H -15.3034 13.4286 -13.3490
H -13.6033 11.7472 -11.4238
H -13.2318 13.4299 -11.8797
H -13.1534 12.1401 -13.0706
F -22.6251 6.8724 -13.4071
C -21.5087 6.1486 -13.5768
C -20.5264 6.1914 -12.5989
C -19.4935 5.2611 -12.8062
F -18.5317 5.1151 -11.8797
C -19.3972 4.5029 -13.9378
F -18.3621 3.6590 -14.0740
C -20.3314 4.5759 -14.9472
F -20.2281 3.8721 -16.0474
C -21.4490 5.3689 -14.7196
F -22.4400 5.4168 -15.6397
Ge -20.4460 7.3506 -10.9849
S -18.7890 8.7781 -10.9667
C -22.0410 8.4261 -10.9559
C -23.0175 8.4298 -9.9682
F -22.8865 7.5665 -8.9877
C -24.0797 9.3068 -9.9814
F -24.9502 9.2941 -8.9839
C -24.2205 10.1870 -11.0584
F -25.2486 11.0293 -11.0927
C -23.3308 10.1254 -12.1127
F -23.4510 10.9980 -13.1603
C -22.2506 9.2968 -12.0007
F -21.3102 9.3264 -12.9758
C -20.2200 6.3725 -9.2761
C -20.2170 5.0014 -9.0914
F -20.2816 4.1577 -10.1145
C -20.1077 4.4674 -7.8110
F -20.0417 3.1331 -7.6069
C -19.9011 5.3199 -6.7548
F -19.6625 4.7856 -5.5744
C -19.9292 6.6850 -6.8887
F -19.8008 7.5524 -5.8833
C -20.0623 7.1751 -8.1544
F -20.1356 8.5101 -8.2832
O -15.6646 9.1146 -9.9962
N -14.6564 8.5855 -9.3258
C -14.1106 9.3720 -8.4104
C -13.0826 8.9373 -7.4783
C -12.5803 7.5978 -7.5133
C -13.0562 6.8119 -8.5696
C -14.0709 7.3190 -9.4380
H -14.4253 10.3937 -8.4255
H -12.6243 9.6953 -6.8365
H -11.8496 7.1689 -6.8220
H -12.7312 5.7786 -8.6358
H -14.3613 6.6018 -10.2529
Cl -14.8905 7.4405 -3.0483
C -15.4034 6.7524 -4.5565
C -15.7206 7.5977 -5.6468
C -16.1758 7.0526 -6.8025
C -16.2611 5.6638 -6.9613
C -16.8612 5.2041 -8.1480
C -15.9267 4.8028 -5.8790
C -15.5506 5.3724 -4.6990
H -15.5546 8.6816 -5.5335
H -16.4990 7.7446 -7.5971
H -17.1620 5.8747 -8.9609
H -17.0623 4.1768 -8.3999
H -15.9984 3.7405 -5.9720
H -15.3764 4.8019 -3.8203
```